[1]
85
Properties=species:S:1:pos:R:3:lowdin_charge:R:1 method="wB97M-V/def2-TZVPD" lumo_energy_ev=2.3 charge=-1
C -6.054 1.415 -0.257 -0.10
C -5.151 0.863 -1.492 -0.28
O -4.208 1.841 -1.970 -0.20
C -3.876 1.609 -3.381 -0.14
C -2.547 0.667 -3.459 -0.21
O -1.478 1.278 -4.199 -0.28
C -0.302 0.426 -4.267 -0.27
Ga 0.615 0.133 -2.402 0.33
C 0.106 1.801 -1.241 -0.17
C 0.159 1.763 0.337 -0.10
C -0.197 3.018 1.223 -0.10
C -0.659 4.320 0.524 -0.12
C -0.763 4.416 -1.025 -0.09
C -0.358 3.166 -1.874 -0.09
P 2.935 0.131 -2.669 0.78
C 3.588 -1.404 -3.573 -0.50
C 4.843 -2.131 -2.826 -0.19
C 3.880 0.502 -1.073 -0.50
C 3.466 -0.381 0.206 -0.19
C -0.194 -1.617 -1.650 -0.39
F -1.277 -2.081 -2.530 -0.10
F -0.847 -1.272 -0.392 -0.09
C 0.817 -2.850 -1.528 -0.19
C 0.272 -4.014 -0.523 -0.24
Si 1.659 -5.013 0.340 0.54
C 3.417 -4.696 -0.341 -0.21
C 1.282 -6.905 0.130 -0.23
C 1.486 -4.668 2.239 -0.23
C 2.453 -3.752 3.053 -0.07
C 2.213 -3.507 4.587 -0.07
C 0.982 -4.203 5.261 -0.09
C 0.001 -5.145 4.488 -0.08
C 0.283 -5.368 2.957 -0.08
H -5.476 2.120 0.431 0.08
H -6.403 0.530 0.398 0.07
H -7.026 1.919 -0.625 0.07
H -4.602 -0.077 -1.093 0.13
H -5.894 0.496 -2.297 0.11
H -4.739 1.152 -3.971 0.11
H -3.582 2.645 -3.789 0.13
H -2.290 0.421 -2.366 0.12
H -2.862 -0.330 -3.944 0.12
H 0.475 0.977 -4.919 0.06
H -0.521 -0.573 -4.783 0.06
H 0.457 0.829 0.924 0.06
H -0.110 2.948 2.363 0.07
H -0.920 5.242 1.152 0.05
H -1.121 5.360 -1.572 0.07
H -0.423 3.310 -3.015 0.08
H 4.031 -1.025 -4.575 0.05
H 2.769 -2.155 -3.880 0.06
H 4.971 -3.155 -3.342 0.06
H 5.831 -1.566 -3.038 0.07
H 4.701 -2.203 -1.698 0.03
H 3.705 1.598 -0.795 0.07
H 5.017 0.386 -1.238 0.06
H 2.532 0.060 0.689 0.05
H 4.312 -0.282 0.995 0.07
H 3.350 -1.498 0.007 0.02
H 0.840 -3.352 -2.572 0.12
H 1.895 -2.539 -1.314 0.06
H -0.418 -3.616 0.295 0.08
H -0.369 -4.746 -1.150 0.09
H 4.112 -5.498 0.105 0.05
H 3.796 -3.650 -0.090 0.01
H 3.401 -4.834 -1.478 0.05
H 1.759 -7.485 1.011 0.04
H 1.754 -7.203 -0.879 0.04
H 0.141 -7.093 0.092 0.04
H 3.349 -3.237 2.543 0.09
H 2.938 -2.827 5.159 0.08
H 0.752 -4.030 6.364 0.07
H -0.897 -5.647 4.992 0.08
H -0.422 -6.062 2.379 0.08
N -1.263 7.032 3.258 0.06
C -1.774 6.511 4.385 -0.15
C -2.676 7.174 5.201 -0.08
C -3.073 8.452 4.838 -0.09
C -2.559 9.016 3.679 -0.08
C -1.665 8.269 2.929 -0.15
H -1.431 5.510 4.628 0.10
H -3.058 6.703 6.098 0.10
H -3.777 9.005 5.452 0.10
H -2.846 10.012 3.366 0.10
H -1.238 8.665 2.013 0.10

***

[2]
10
Properties=species:S:1:pos:R:3:lowdin_charge:R:1 method="wB97M-V/def2-TZVPD" lumo_energy_ev=0.5 e_above_lowest_kcal_mol=86.5
C -1.269 0.267 0.207 -0.07
C 0.069 -0.156 -0.329 -0.28
C 2.119 -0.229 0.620 0.04
O 0.883 -0.610 0.776 -0.18
H -1.830 -0.576 0.613 0.08
H -1.836 0.734 -0.602 0.08
H -1.113 1.004 1.002 0.09
H 0.061 -0.909 -1.123 0.13
H 2.313 -0.259 -0.492 0.01
H 0.603 0.734 -0.672 0.10

***

[3]
56
Properties=species:S:1:pos:R:3:lowdin_charge:R:1 method="wB97M-V/def2-TZVPD" lumo_energy_ev=0.5 e_above_lowest_kcal_mol=60.7
C -7.731 3.542 -1.607 -0.07
O -7.293 2.277 -2.099 -0.13
C -5.951 2.065 -1.952 -0.29
C -5.091 2.326 -3.022 -0.17
C -5.633 2.879 -4.310 -0.01
C -3.740 2.057 -2.868 0.04
C -3.234 1.558 -1.674 -0.12
C -1.756 1.325 -1.596 -0.43
O -1.102 1.039 -2.588 0.06
N -1.175 1.497 -0.384 0.08
C 0.272 1.437 -0.247 -0.17
C 0.814 0.014 -0.190 -0.15
C 2.326 0.004 -0.072 -0.23
O 2.864 0.640 -1.214 -0.16
C 4.265 0.806 -1.170 -0.22
C 4.693 1.453 -2.465 -0.18
N 4.384 0.564 -3.593 0.03
C 4.078 1.288 -4.787 -0.48
O 4.807 1.310 -5.740 0.13
C 2.790 1.970 -4.770 0.10
C 1.691 2.454 -4.743 0.06
C 0.349 3.010 -4.699 -0.29
C 0.169 4.363 -5.398 -0.11
C -1.345 4.401 -5.607 -0.18
O -1.801 3.042 -5.595 -0.15
C -0.689 2.170 -5.445 -0.16
C -4.091 1.297 -0.614 -0.05
C -5.445 1.544 -0.765 -0.56
Cl -6.527 1.179 0.540 0.72
H -8.802 3.590 -1.788 0.10
H -7.537 3.633 -0.537 0.07
H -7.233 4.357 -2.138 0.09
H -4.890 2.789 -5.101 0.08
H -6.542 2.357 -4.607 0.09
H -5.884 3.937 -4.209 0.08
H -3.058 2.245 -3.689 0.11
H -1.728 1.858 0.373 0.13
H 0.724 1.954 -1.093 0.12
H 0.543 1.979 0.662 0.13
H 0.387 -0.513 0.667 0.12
H 0.515 -0.516 -1.095 0.12
H 2.648 0.536 0.835 0.13
H 2.702 -1.025 -0.001 0.13
H 4.556 1.442 -0.324 0.13
H 4.758 -0.168 -1.049 0.13
H 4.185 2.421 -2.559 0.12
H 5.768 1.638 -2.426 0.12
H 3.532 0.071 -3.337 0.11
H 0.029 3.077 -3.659 0.14
H 0.534 5.202 -4.807 0.12
H 0.699 4.354 -6.351 0.12
H -1.851 4.935 -4.798 0.12
H -1.620 4.870 -6.554 0.12
H -0.298 1.861 -6.421 0.13
H -1.004 1.294 -4.878 0.11
H -3.738 0.865 0.313 0.11

***

[4]
57
Properties=species:S:1:pos:R:3:lowdin_charge:R:1 method="wB97M-V/def2-TZVPD" lumo_energy_ev=0.5 e_above_lowest_kcal_mol=7.0
C 5.381 2.076 -0.248 -0.10
C 5.814 0.746 0.355 -0.25
C 5.636 -0.408 -0.639 -0.12
C 4.166 -0.624 -0.967 -0.48
O 3.667 -0.288 -2.015 0.08
N 3.493 -1.221 0.059 0.13
C 2.127 -1.511 0.173 -0.24
C 1.211 -1.165 -0.806 0.06
C -0.121 -1.477 -0.569 -0.20
N -1.228 -1.240 -1.338 0.17
C -2.248 -1.704 -0.670 -0.28
N -1.886 -2.273 0.529 -0.03
C -0.520 -2.128 0.619 -0.18
C 0.400 -2.478 1.594 -0.01
C 1.719 -2.160 1.352 -0.04
H 2.465 -2.410 2.094 0.11
H 0.107 -2.969 2.509 0.11
C -2.703 -2.896 1.530 -0.02
H -2.880 -2.216 2.370 0.10
H -2.198 -3.787 1.904 0.10
H -3.661 -3.192 1.107 0.09
C -3.655 -1.517 -1.139 -0.11
N -4.151 -0.158 -0.973 -0.15
C -3.453 0.807 -1.829 -0.15
C -3.260 2.151 -1.134 -0.11
N -2.552 1.958 0.113 -0.02
C -1.351 2.545 0.309 -0.54
O -0.856 3.363 -0.429 0.09
O -0.796 2.132 1.477 -0.01
C 0.486 2.676 1.780 -0.21
C 1.604 1.798 1.235 -0.05
H 2.566 2.218 1.516 0.07
H 1.541 1.748 0.151 0.08
H 1.519 0.790 1.635 0.07
H 0.553 3.682 1.353 0.12
H 0.526 2.730 2.871 0.12
C -3.042 0.925 1.002 -0.12
H -3.279 1.361 1.981 0.13
C -4.298 0.288 0.396 -0.16
H -4.610 -0.558 1.012 0.12
H -5.110 1.023 0.417 0.12
H -2.255 0.181 1.155 0.11
H -4.222 2.638 -0.944 0.13
H -2.650 2.810 -1.753 0.13
H -2.465 0.418 -2.104 0.10
H -4.045 0.944 -2.741 0.12
H -3.694 -1.739 -2.208 0.13
H -4.341 -2.190 -0.620 0.11
H 1.514 -0.669 -1.710 0.11
H 4.041 -1.478 0.868 0.14
H 6.062 -1.327 -0.229 0.11
H 6.153 -0.168 -1.569 0.12
H 6.865 0.802 0.646 0.11
H 5.230 0.549 1.259 0.10
H 5.995 2.317 -1.113 0.08
H 5.484 2.877 0.480 0.07
H 4.345 2.030 -0.572 0.06

***

[5]
13
Properties=species:S:1:pos:R:3:lowdin_charge:R:1 method="wB97M-V/def2-TZVPD" lumo_energy_ev=-4.0 e_above_lowest_kcal_mol=43.9 charge=+1
C 0.196 0.358 2.429 -0.07
N 0.097 0.913 1.279 -0.01
H 0.619 -0.642 2.472 0.07
H 0.173 0.788 3.488 0.11
H 0.138 1.916 1.506 0.08
H 0.874 0.524 -0.525 0.07
N -1.163 -0.897 -0.967 0.19
C -0.194 -0.639 -1.853 -0.10
N 0.694 0.353 -1.519 0.15
H -0.983 -0.486 -0.039 0.10
H -1.741 -1.643 -1.313 0.13
H -0.230 -0.943 -2.856 0.14
H 1.521 0.396 -2.101 0.13

***

[6]
82
Properties=species:S:1:pos:R:3:lowdin_charge:R:1 method="wB97M-V/def2-TZVPD" lumo_energy_ev=0.1
C -1.844 -4.393 -2.057 -0.07
H -2.565 -3.573 -2.132 0.09
O -0.562 -3.929 -1.704 -0.09
C -0.404 -3.291 -0.507 -0.19
C -1.456 -3.039 0.360 0.00
C -1.227 -2.401 1.571 -0.23
C 0.053 -2.008 1.895 0.03
C 1.131 -2.235 1.034 -0.19
C 0.911 -2.898 -0.181 -0.12
O 1.977 -3.260 -0.977 -0.09
C 2.006 -2.795 -2.315 -0.04
H 2.157 -1.712 -2.355 0.06
H 1.099 -3.059 -2.859 0.09
H 2.861 -3.293 -2.770 0.10
O 2.310 -1.784 1.522 -0.06
C 3.500 -1.797 0.752 -0.05
H 3.767 -2.808 0.443 0.10
H 4.264 -1.404 1.423 0.10
H 3.422 -1.148 -0.123 0.07
H 0.259 -1.508 2.828 0.13
C -2.373 -2.094 2.494 -0.14
N -2.651 -0.666 2.448 -0.19
S -3.220 -0.183 0.960 0.69
O -3.837 1.107 1.100 -0.27
O -3.982 -1.217 0.315 -0.28
C -1.709 0.080 0.024 -0.25
C -1.647 -0.325 -1.295 -0.03
C -0.501 -0.064 -2.030 -0.03
C 0.547 0.600 -1.421 -0.27
C 0.485 1.010 -0.102 -0.03
C -0.662 0.751 0.628 -0.03
H -0.760 1.054 1.658 0.12
H 1.333 1.518 0.327 0.13
S 2.035 0.972 -2.345 0.67
O 1.886 0.470 -3.685 -0.28
O 3.167 0.516 -1.590 -0.29
N 2.011 2.645 -2.297 -0.24
C 0.977 3.161 -3.167 -0.08
H 0.960 4.246 -3.109 0.09
H 0.022 2.773 -2.815 0.09
H 1.121 2.844 -4.204 0.09
C 3.332 3.260 -2.350 -0.36
C 3.329 4.660 -1.738 -0.15
C 4.761 5.183 -1.663 -0.20
C 5.393 5.212 -3.052 -0.21
C 5.367 3.822 -3.684 -0.19
C 3.937 3.296 -3.755 -0.15
H 3.341 3.949 -4.397 0.12
H 3.917 2.288 -4.176 0.12
H 5.797 3.862 -4.686 0.11
H 5.973 3.139 -3.085 0.12
H 4.840 5.908 -3.687 0.11
H 6.422 5.569 -2.983 0.11
H 4.765 6.187 -1.232 0.11
H 5.349 4.535 -1.011 0.12
H 2.733 5.337 -2.354 0.11
H 2.881 4.623 -0.743 0.12
H 3.949 2.608 -1.723 0.14
H -0.399 -0.361 -3.062 0.12
H -2.495 -0.836 -1.722 0.12
C -3.246 -0.022 3.609 -0.35
C -2.252 0.085 4.765 -0.15
C -2.874 0.897 5.898 -0.20
C -4.173 0.249 6.370 -0.21
C -5.159 0.118 5.213 -0.19
C -4.542 -0.690 4.075 -0.14
H -5.231 -0.750 3.230 0.12
H -4.332 -1.705 4.420 0.12
H -6.074 -0.367 5.557 0.11
H -5.422 1.112 4.845 0.12
H -4.616 0.847 7.169 0.11
H -3.956 -0.742 6.776 0.11
H -3.083 1.909 5.545 0.12
H -2.170 0.969 6.730 0.11
H -1.333 0.558 4.416 0.12
H -1.999 -0.910 5.136 0.11
H -3.487 0.987 3.259 0.14
H -2.107 -2.356 3.518 0.13
H -3.260 -2.663 2.191 0.13
H -2.462 -3.325 0.110 0.11
H -2.212 -5.135 -1.342 0.10
H -1.723 -4.861 -3.033 0.10

***

E_HOMO across the listed records, respectively: -3.90 -8.48 -9.21 -8.00 -14.96 -8.14 eV.
Calculated total energy across the listed records, respectively: -4169.0588 -193.0054 -1762.2484 -1279.0728 -244.9976 -2562.7697 Ha.